1.
Entry from OMol25: an isolated molecule of C6H13N (the ωB97M-V functional and the def2-TZVPD basis).

Structure (ORCA input):
```
! RIJCOSX wB97M-V def2-TZVPD def2/J DEFGRID3
* xyz 0 1
C -1.8759 0.3359 1.1571
C -0.5599 1.1062 1.2753
C 0.1205 1.4525 -0.0437
C 0.4325 0.2257 -0.8791
C -0.4380 -0.2802 -1.7475
C 1.1640 -1.9817 0.2153
N 1.3777 -0.6281 -0.2561
H -2.4857 0.8290 0.4026
H -2.3819 0.3505 2.1167
H -1.7008 -0.6298 0.7143
H 0.1517 0.5580 1.8938
H -0.7806 2.0740 1.7212
H -0.4388 2.1640 -0.6586
H 1.0551 1.9549 0.2323
H -0.4346 -1.2891 -2.1309
H -1.2434 0.3057 -2.1690
H 0.5336 -1.9599 1.1066
H 0.6487 -2.5774 -0.5357
H 2.1155 -2.3367 0.5885
H 2.3446 -0.4168 -0.3423
*
```

Summary:
Energy above the lowest of the compared OMol25 structures with the same formula, charge and spin ... 27.1 kcal per mole
DFT total energy ... -291.11553 hartree
Gap between HOMO and LUMO ... 9.248 eV
HOMO ... -0.2988 Eh
SMILES ... C=C(CCC)NC
Molecular weight ... 99.18 g mol⁻¹

=====

2.
Entry from OMol25: a structure of composition C29H41OP2Zr (the ωB97M-V functional and the def2-TZVPD basis).

Structure (ORCA input):
```
! RIJCOSX wB97M-V def2-TZVPD def2/J DEFGRID3
* xyz 3 1
Zr -0.3697 0.9182 -0.6640
C -2.4451 -4.7915 2.7889
C -1.1586 -4.2685 2.8671
C -0.8547 -3.0813 2.2249
C -1.8603 -2.4202 1.5147
C -3.1561 -2.9382 1.4341
C -3.4393 -4.1323 2.0753
P -1.4941 -0.8811 0.7189
C -2.5278 -0.4980 -0.7243
C -2.0707 -1.0040 -1.9627
C -2.7629 -0.7190 -3.1335
C -3.9065 0.0716 -3.0789
C -4.3512 0.5950 -1.8667
C -3.6589 0.3320 -0.6939
C -1.6431 0.6443 1.7004
C -2.1231 0.6883 3.0031
C -2.1339 1.9069 3.6723
C -1.6717 3.0702 3.0549
C -1.1777 3.0286 1.7618
C -1.1410 1.8164 1.0632
H -2.6741 -5.7242 3.2869
H -0.3927 -4.7921 3.4225
H 0.1492 -2.6786 2.2767
H -3.9314 -2.4244 0.8796
H -4.4356 -4.5490 2.0190
H -1.2244 -1.6894 -1.9842
H -2.4328 -1.1369 -4.0762
H -4.4632 0.2738 -3.9852
H -5.2500 1.1977 -1.8379
H -4.0032 0.7432 0.2478
H -2.4870 -0.2101 3.4871
H -2.5121 1.9540 4.6854
H -1.6952 4.0075 3.5947
H -0.8073 3.9401 1.3064
C 0.1964 1.6285 -3.7046
C -0.8087 2.7038 -3.3867
O -1.2338 2.4573 -1.9909
H 0.5895 1.7501 -4.7144
H -0.2560 0.6324 -3.6636
H 1.0723 1.6844 -3.0418
H -1.6904 2.6437 -4.0209
H -0.3872 3.7060 -3.4307
H -1.9616 3.0388 -1.7260
C 2.0156 0.7272 2.7259
C 2.4218 -0.3793 1.7529
C 3.8895 -0.7758 1.9499
P 2.1176 0.0703 -0.0089
C 3.0535 1.6440 -0.2819
C 1.9963 2.7536 -0.2402
C 3.9201 1.7255 -1.5353
C 2.7055 -1.3182 -1.0614
C 2.1731 -2.6521 -0.5287
C 2.2599 -1.1076 -2.5099
H 2.1920 0.3799 3.7441
H 0.9622 1.0003 2.6469
H 2.6228 1.6252 2.5921
H 1.7868 -1.2538 1.9197
H 4.5607 0.0672 1.7812
H 4.2023 -1.5974 1.3061
H 4.0337 -1.0944 2.9824
H 3.7028 1.7582 0.5889
H 1.3433 2.7227 -1.1374
H 2.4409 3.7500 -0.2875
H 1.3867 2.7214 0.6718
H 3.3329 1.7379 -2.4561
H 4.6337 0.9045 -1.5953
H 4.4934 2.6528 -1.5112
H 3.7976 -1.3169 -1.0143
H 1.0787 -2.6560 -0.4802
H 2.5633 -2.8988 0.4569
H 2.4738 -3.4514 -1.2060
H 1.1640 -1.1214 -2.5886
H 2.6209 -1.9276 -3.1315
H 2.6402 -0.1839 -2.9432
*
```

Summary:
Energy above the lowest of the compared OMol25 structures with the same formula, charge and spin ... 0.0 kcal per mole
DFT total energy ... -1933.67937 hartree
Gap between HOMO and LUMO ... 6.903 eV
HOMO ... -0.6365 Eh
Molecular weight ... 558.82 g mol⁻¹

=====

3.
Entry from OMol25: a structure of composition C23H33F3FeNO5PS (the ωB97M-V functional and the def2-TZVPD basis).

Structure (ORCA input):
```
! RIJCOSX wB97M-V def2-TZVPD def2/J DEFGRID3
* xyz 1 6
Fe -1.0012 0.4046 0.2525
C -1.0208 1.1031 3.3915
O -1.8019 1.1808 2.1814
C -2.3670 2.4768 1.9690
C -1.3202 3.3471 1.3332
O -0.9986 2.6836 0.1149
C 0.0418 3.3404 -0.6040
H -1.6350 1.4565 4.2200
H -0.1085 1.6917 3.3075
H -0.7693 0.0580 3.5317
H -2.7469 2.8927 2.9029
H -3.2005 2.3317 1.2797
H -0.4227 3.4082 1.9567
H -1.6857 4.3587 1.1387
H -0.2497 4.3714 -0.8109
H 0.1697 2.8036 -1.5400
H 0.9702 3.3168 -0.0308
F -5.0704 -3.8016 2.8406
C -3.8479 -3.3620 2.5066
F -3.1449 -4.4194 2.0743
F -3.2638 -2.9181 3.6277
C -3.9264 -2.2853 1.4552
C -5.1258 -1.9946 0.8403
C -5.2013 -0.9822 -0.1180
C -4.0521 -0.2893 -0.4132
N -2.8807 -0.5836 0.1625
C -2.7830 -1.5627 1.0767
S -1.1594 -1.7625 1.6092
H -6.0114 -2.5509 1.1151
H -6.1322 -0.7417 -0.6088
H -4.0358 0.5218 -1.1315
C -1.7388 -1.4804 -3.2295
P -1.1227 0.1909 -3.0739
C 0.6084 0.1619 -3.5184
C -1.9593 1.2026 -4.2881
O -1.4033 0.7505 -1.6846
H -1.5486 -1.8678 -4.2304
H -2.8110 -1.4985 -3.0335
H -1.2328 -2.1111 -2.4963
H 0.7468 -0.3936 -4.4460
H 1.1691 -0.3127 -2.7152
H 0.9703 1.1817 -3.6588
H -1.7350 0.8536 -5.2962
H -1.6266 2.2353 -4.1823
H -3.0357 1.1606 -4.1235
C 7.0323 -1.3241 0.6360
C 5.5676 -1.0019 0.5343
C 5.1223 0.0924 -0.1894
C 3.7699 0.4114 -0.2729
C 3.3401 1.6199 -1.0617
C 2.8554 -0.4027 0.3859
C 3.2701 -1.5233 1.1165
C 2.2681 -2.3948 1.8237
C 4.6246 -1.7998 1.1800
C 1.3993 -0.0963 0.3228
O 0.6341 -0.6913 -0.4927
O 0.8576 0.7597 1.0914
H 7.6162 -0.7462 -0.0785
H 7.2141 -2.3829 0.4514
H 7.4068 -1.0985 1.6360
H 5.8422 0.7165 -0.7074
H 3.9083 1.6953 -1.9891
H 3.5142 2.5372 -0.4952
H 2.2814 1.5834 -1.3177
H 1.5285 -2.7926 1.1271
H 1.7301 -1.8304 2.5895
H 2.7598 -3.2335 2.3121
H 4.9577 -2.6640 1.7438
*
```

Summary:
⟨S²⟩ ... 8.761
DFT total energy ... -3629.95724 hartree
Gap between HOMO and LUMO (spin up / spin down) ... 8.698 / 6.935 eV
HOMO (spin up / spin down) ... -0.4026 / -0.3979 Eh
Molecular weight ... 579.40 g mol⁻¹

=====

4.
Entry from OMol25: a cluster of 17 separate species, CH36NO17 in total (the ωB97M-V functional and the def2-TZVPD basis).

Structure (ORCA input):
```
! RIJCOSX wB97M-V def2-TZVPD def2/J DEFGRID3
* xyz -1 1
N 0.2879 -0.7608 0.8682
C 1.4570 -1.3404 0.3298
O 1.9568 -0.5389 -0.7905
H 0.2946 0.0860 1.4115
H -0.4997 -0.7611 0.2418
H 2.2717 -1.3547 1.0584
H 1.2617 -2.3387 -0.0355
H 3.6017 1.9433 -0.4543
H 2.0225 3.2172 2.1557
O 2.1743 2.2677 2.3283
H 1.2981 2.1662 1.8770
H -0.9850 3.2307 0.9200
O -0.4413 2.4602 1.1721
H 0.4737 2.5556 0.0108
H 1.0070 3.9142 -0.4794
O 1.0547 3.0006 -0.7695
H 0.3367 2.2642 -3.0581
H -0.7380 2.0746 -2.1083
O -0.4823 2.6983 -2.7927
H 3.7953 -1.5446 -1.4007
H 2.7537 -2.5242 -1.5600
O 3.6800 -2.4954 -1.3146
H -2.8550 -2.1576 -1.7573
H -1.6281 -1.2861 -1.7999
O -1.9088 -2.1930 -1.5564
H 1.1547 -0.3861 -2.2695
H 1.2909 -0.1971 -3.7739
O 0.6117 -0.3516 -3.1031
H -2.8495 -1.9335 0.0218
H -2.4825 -0.8598 1.0549
O -2.8086 -1.7849 0.9891
H -2.8499 0.8251 -2.2232
H -2.5943 0.4074 -3.6038
O -2.8828 0.0216 -2.7659
H -1.9950 1.3734 3.6019
H -1.5280 2.3433 2.4222
O -2.2012 2.1903 3.1374
H -0.2166 -3.6414 1.1223
H -0.8883 -3.4417 -0.2417
O -0.0644 -3.7415 0.1666
H -1.3280 -2.3718 2.2455
H -0.1526 -1.8348 3.0595
O -0.5939 -2.6515 2.8073
H -1.1756 -2.8661 -3.0436
H 0.1009 -2.1212 -3.2675
O -0.5301 -2.6884 -3.7629
H -3.2182 1.1202 0.8485
H -1.6199 1.3158 0.6159
O -2.4629 0.9135 0.2696
H 0.4808 2.2623 4.0434
H 1.3258 1.0259 4.3481
O 0.4684 1.3099 4.0069
H 2.5306 0.2362 -0.5176
H 2.8162 1.5820 1.0169
O 3.4735 1.3615 0.2983
*
```

Summary:
DFT total energy ... -1393.58776 hartree
Gap between HOMO and LUMO ... 8.866 eV
HOMO ... -0.2353 Eh
Molecular weight ... 334.29 g mol⁻¹

=====

5.
Entry from OMol25: an isolated molecule of C4H7NO (the ωB97M-V functional and the def2-TZVPD basis).

Structure (ORCA input):
```
! RIJCOSX wB97M-V def2-TZVPD def2/J DEFGRID3
* xyz 0 1
C 1.4053 -0.6052 -0.0876
C -0.0132 -0.0884 -0.0724
C -0.2823 1.3714 0.0975
N -0.4081 0.7419 -1.2018
C -1.0703 -0.9502 0.5363
O -2.2445 -0.8682 0.2522
H 1.5749 -1.2305 -0.9695
H 2.1123 0.2287 -0.1301
H 1.6241 -1.1909 0.8121
H -1.1830 1.6845 0.6217
H 0.5907 2.0044 0.2360
H -1.3918 0.5628 -1.4054
H -0.7140 -1.6603 1.3112
*
```

Summary:
Energy above the lowest of the compared OMol25 structures with the same formula, charge and spin ... 42.4 kcal per mole
DFT total energy ... -286.56406 hartree
Gap between HOMO and LUMO ... 10.851 eV
HOMO ... -0.3650 Eh
SMILES ... C[C@@]1(C=O)CN1
Molecular weight ... 85.11 g mol⁻¹

=====

6.
Entry from OMol25: a cluster of 2 separate species, C3H3NO2 in total (the ωB97M-V functional and the def2-TZVPD basis).

Structure (ORCA input):
```
! RIJCOSX wB97M-V def2-TZVPD def2/J DEFGRID3
* xyz 0 3
C -0.7494 -1.0976 -1.7322
C -1.1165 -0.4565 -0.7960
C -0.2177 0.6243 1.2327
N 1.0106 0.2128 0.5398
O 1.4474 1.0344 -0.2300
O 1.4779 -0.8422 0.8088
H -0.7284 -1.2369 -2.7989
H -0.4558 0.1208 2.0848
H -0.6682 1.6410 0.8910
*
```

Summary:
⟨S²⟩ ... 2.013
Energy above the lowest of the compared OMol25 structures with the same formula, charge and spin ... 147.3 kcal per mole
DFT total energy ... -320.94328 hartree
Gap between HOMO and LUMO (spin up / spin down) ... 10.132 / 6.907 eV
HOMO (spin up / spin down) ... -0.3410 / -0.4018 Eh
Molecular weight ... 85.06 g mol⁻¹

=====

7.
Entry from OMol25: a structure of composition C23H17BrClN5O9SSc (the ωB97M-V functional and the def2-TZVPD basis).

Structure (ORCA input):
```
! RIJCOSX wB97M-V def2-TZVPD def2/J DEFGRID3
* xyz -1 1
Sc -0.3090 0.2630 -0.2951
O 2.2001 -3.6294 0.6131
C 1.5093 -2.5799 0.1569
O 1.1573 -1.6722 0.8674
C 1.2321 -2.6241 -1.3020
C 1.6806 -3.6096 -2.1595
C 1.3092 -3.5257 -3.4976
C 0.5130 -2.4748 -3.9123
C 0.1224 -1.5268 -2.9724
N 0.4831 -1.6074 -1.7065
C -0.7618 -0.3206 -3.3017
O -1.1353 -0.1784 -4.4535
O -1.0073 0.4048 -2.2805
H 2.3184 -3.5103 1.5646
H 2.2922 -4.4163 -1.7823
H 1.6362 -4.2764 -4.2051
H 0.1766 -2.3535 -4.9323
C 2.9321 1.5822 4.1390
C 1.4763 1.5669 3.7714
C 0.5263 2.3477 4.4028
C -0.7973 2.2913 3.9909
C -1.1117 1.4714 2.9242
Br -2.9330 1.2799 2.4782
N -0.2134 0.7520 2.2596
C 1.0408 0.7878 2.7087
H 3.1053 2.1722 5.0380
H 3.5127 2.0029 3.3153
H 3.2929 0.5665 4.3075
H 0.8054 3.0010 5.2213
H -1.5696 2.8633 4.4821
H 1.7498 0.1669 2.1742
C 2.7339 2.8235 -1.5762
S 2.3559 1.8874 -0.0985
O 3.6065 1.4410 0.4762
O 1.5540 2.7376 0.7497
O 1.5574 0.7238 -0.6247
H 2.8323 3.8672 -1.2936
H 1.9005 2.6906 -2.2632
H 3.6582 2.4355 -1.9954
Cl -8.0353 -3.1460 -0.0636
C -6.3200 -2.8549 -0.0436
C -5.4503 -3.9324 -0.1104
C -4.0863 -3.6945 -0.0851
C -3.5957 -2.3982 0.0090
C -4.4837 -1.3315 0.0597
C -5.8521 -1.5543 0.0346
C -2.1053 -2.1710 0.0448
O -1.3542 -3.1291 -0.1018
O -1.7323 -0.9532 0.2566
H -5.8417 -4.9379 -0.1837
H -3.3763 -4.5091 -0.1353
H -4.0953 -0.3233 0.1036
H -6.5476 -0.7271 0.0748
N -1.1848 2.1648 -0.1358
C -1.2402 3.1594 -0.7624
N -1.1812 4.2106 -1.4360
C -1.8975 5.2694 -1.6609
N -2.4670 6.2510 -1.9036
*
```

Summary:
Energy above the lowest of the compared OMol25 structures with the same formula, charge and spin ... 21.7 kcal per mole
DFT total energy ... -6031.14131 hartree
Gap between HOMO and LUMO ... 7.947 eV
HOMO ... -0.2188 Eh
Molecular weight ... 699.79 g mol⁻¹

=====

8.
Entry from OMol25: a structure of composition C25H30AsF9IrN9O2P (the ωB97M-V functional and the def2-TZVPD basis).

Structure (ORCA input):
```
! RIJCOSX wB97M-V def2-TZVPD def2/J DEFGRID3
* xyz 1 1
Ir 0.0562 0.0421 0.4025
C -3.1174 -4.4296 1.0273
N -2.1575 -3.3963 1.3917
C -1.8106 -3.0504 2.6661
C -0.9765 -1.9777 2.5712
N -0.8068 -1.6796 1.2508
C -1.5385 -2.5374 0.5555
P -1.8468 -2.3934 -1.2204
C -2.3853 -0.6561 -1.1804
N -1.7313 0.3554 -0.6102
C -2.4273 1.4931 -0.9191
C -3.5148 1.1589 -1.6656
N -3.4767 -0.1939 -1.8245
C -4.4724 -0.9835 -2.5403
C -0.1526 -2.0131 -1.7557
N 0.5939 -1.0388 -1.2482
C 1.7863 -1.0415 -1.9111
C 1.7507 -2.0255 -2.8515
N 0.5290 -2.6312 -2.7448
C 0.0625 -3.7308 -3.5810
H -3.2599 -5.0825 1.8834
H -4.0718 -3.9781 0.7610
H -2.7377 -5.0190 0.1962
H -2.1765 -3.5887 3.5225
H -0.4916 -1.4220 3.3509
H -2.1443 2.4662 -0.5732
H -4.3108 1.7625 -2.0646
H -5.4132 -0.4409 -2.5287
H -4.1632 -1.1509 -3.5706
H -4.6142 -1.9367 -2.0391
H 2.5976 -0.3998 -1.6186
H 2.4917 -2.3590 -3.5565
H 0.9181 -4.3352 -3.8690
H -0.6305 -4.3511 -3.0196
H -0.4297 -3.3504 -4.4743
O -0.1960 1.0644 2.1778
N -1.1628 1.6218 2.8220
C -2.4035 1.2264 2.8000
C -3.3089 2.0282 3.5814
N -4.0646 2.6650 4.1663
C -3.0039 0.0710 2.1875
N -3.5278 -0.8198 1.6825
F 1.6991 -3.1690 1.9980
C 2.6909 -2.6300 1.2739
F 2.3571 -2.7877 -0.0167
F 3.7811 -3.3632 1.4944
C 2.8819 -1.1075 1.6143
O 2.0505 -0.2796 0.9324
C 4.3185 -0.7182 1.1272
F 5.2867 -1.2621 1.8631
F 4.4871 0.6048 1.1427
F 4.4892 -1.1186 -0.1460
C 2.8337 -0.9486 3.1697
F 3.4427 0.1715 3.5628
F 1.5692 -0.8805 3.5944
F 3.4203 -1.9695 3.8005
C 2.9468 2.8865 1.5829
C 2.6720 2.7936 0.0896
As 0.8724 2.2243 -0.3571
C -0.1569 3.6758 0.4748
C -0.4536 4.9056 -0.3718
C 0.8686 2.3371 -2.3096
C 1.2198 3.6585 -2.9852
H 3.9847 3.1759 1.7474
H 2.7736 1.9352 2.0724
H 2.3213 3.6337 2.0708
H 3.3600 2.1072 -0.4038
H 2.7759 3.7706 -0.3896
H 0.4553 3.9461 1.3350
H -1.0631 3.2593 0.9051
H 0.4531 5.3431 -0.7879
H -0.9300 5.6667 0.2467
H -1.1284 4.6846 -1.2010
H -0.0952 1.9540 -2.6523
H 1.6089 1.5826 -2.5825
H 0.4268 4.3946 -2.8886
H 1.3826 3.4894 -4.0502
H 2.1367 4.0914 -2.5849
*
```

Summary:
Energy above the lowest of the compared OMol25 structures with the same formula, charge and spin ... 0.0 kcal per mole
DFT total energy ... -5194.02634 hartree
Gap between HOMO and LUMO ... 8.559 eV
HOMO ... -0.4192 Eh
Molecular weight ... 957.67 g mol⁻¹